{
  "formula": "C103H221N11O15",
  "method": "ωB97M-V with the def2-TZVPD basis set",
  "charge": 0,
  "largest_force_ev_per_a": 6.94,
  "relative_energy_kcal_mol": 106.4,
  "lumo_ev": 0.42,
  "total_energy_ha": -5787.2404,
  "homo_energy_ev": -7.79,
  "symbols": ["C", "C", "C", "C", "C", "C", "N", "O", "C", "C", "C", "H", "H", "H", "H", "H", "H", "H", "H", "H", "H", "H", "H", "H", "H", "H", "H", "H", "H", "H", "C", "C", "C", "C", "C", "C", "N", "O", "C", "C", "C", "H", "H", "H", "H", "H", "H", "H", "H", "H", "H", "H", "H", "H", "H", "H", "H", "H", "H", "H", "C", "C", "C", "C", "C", "C", "N", "O", "C", "C", "C", "H", "H", "H", "H", "H", "H", "H", "H", "H", "H", "H", "H", "H", "H", "H", "H", "H", "H", "H", "C", "C", "C", "C", "C", "C", "N", "O", "C", "C", "C", "H", "H", "H", "H", "H", "H", "H", "H", "H", "H", "H", "H", "H", "H", "H", "H", "H", "H", "H", "C", "C", "C", "C", "C", "C", "N", "O", "C", "C", "C", "H", "H", "H", "H", "H", "H", "H", "H", "H", "H", "H", "H", "H", "H", "H", "H", "H", "H", "H", "C", "C", "C", "C", "C", "C", "N", "O", "C", "C", "C", "H", "H", "H", "H", "H", "H", "H", "H", "H", "H", "H", "H", "H", "H", "H", "H", "H", "H", "H", "C", "C", "C", "C", "C", "C", "N", "O", "C", "C", "C", "H", "H", "H", "H", "H", "H", "H", "H", "H", "H", "H", "H", "H", "H", "H", "H", "H", "H", "H", "C", "C", "C", "C", "C", "C", "N", "O", "C", "C", "C", "H", "H", "H", "H", "H", "H", "H", "H", "H", "H", "H", "H", "H", "H", "H", "H", "H", "H", "H", "C", "C", "C", "C", "C", "C", "N", "O", "C", "C", "C", "H", "H", "H", "H", "H", "H", "H", "H", "H", "H", "H", "H", "H", "H", "H", "H", "H", "H", "H", "C", "C", "C", "C", "C", "C", "N", "O", "C", "C", "C", "H", "H", "H", "H", "H", "H", "H", "H", "H", "H", "H", "H", "H", "H", "H", "H", "H", "H", "H", "C", "C", "C", "C", "C", "C", "N", "O", "C", "C", "C", "H", "H", "H", "H", "H", "H", "H", "H", "H", "H", "H", "H", "H", "H", "H", "H", "H", "H", "H", "C", "C", "O", "O", "H", "H", "H", "H", "H", "H", "C", "C", "O", "O", "H", "H", "H", "H", "H", "H"],
  "coordinates": [[3.84227, -4.84722, -2.86360], [4.17958, -3.32953, -2.94859], [5.51545, -3.17594, -3.77387], [5.22668, -3.48550, -5.27504], [4.24446, -2.41681, -5.78606], [2.95966, -2.36014, -4.90196], [3.14953, -2.45485, -3.43726], [1.94164, -2.54912, -2.76590], [2.50969, -0.84529, -5.22312], [1.96334, -3.39270, -5.43413], [4.57323, -2.91727, -1.49304], [4.06712, -5.25312, -3.84990], [2.78228, -4.99366, -2.65608], [4.51212, -5.47857, -2.27984], [5.97423, -2.19113, -3.68577], [6.29110, -3.83431, -3.38270], [5.06012, -4.55498, -5.40383], [6.14214, -3.36371, -5.85400], [4.04737, -2.55868, -6.84867], [4.76359, -1.45850, -5.77082], [1.60375, -0.64360, -4.65156], [3.17516, -0.00410, -5.02899], [2.22355, -0.78446, -6.27312], [2.22317, -3.75960, -6.42709], [2.23872, -4.25152, -4.82201], [0.91763, -3.09915, -5.34242], [5.35797, -3.52145, -1.03779], [3.69254, -3.01381, -0.85809], [4.73013, -1.85675, -1.29608], [1.87310, -1.65999, -2.41041], [-3.32125, -1.56643, -8.32900], [-2.64457, -0.91074, -7.01882], [-1.20220, -0.55114, -7.49852], [-0.40601, 0.53013, -6.75879], [-1.37778, 1.62460, -6.55773], [-2.74530, 1.33362, -5.90947], [-3.39815, 0.26900, -6.62014], [-4.77334, 0.09603, -6.35074], [-2.37409, 1.03158, -4.41715], [-3.55832, 2.61727, -5.97480], [-2.67277, -1.99887, -5.98228], [-3.59819, -0.73332, -8.97502], [-4.27978, -2.04977, -8.14005], [-2.64122, -2.14921, -8.95031], [-0.49692, -1.38049, -7.44503], [-1.23047, -0.19832, -8.52945], [0.37677, 0.90514, -7.41814], [0.01070, 0.20102, -5.80688], [-1.48587, 2.16948, -7.49556], [-0.91127, 2.44559, -6.01328], [-3.30008, 0.86788, -3.86593], [-1.63458, 0.24549, -4.26457], [-1.97515, 1.98597, -4.07351], [-2.95369, 3.43304, -5.57851], [-3.63599, 2.93001, -7.01607], [-4.56290, 2.59827, -5.55222], [-1.94854, -1.84100, -5.18310], [-2.46103, -2.98471, -6.39626], [-3.64307, -2.08343, -5.49294], [-4.66905, -0.15106, -5.42896], [-4.86108, -1.09084, 2.33777], [-5.39632, -2.40679, 1.94780], [-6.84716, -2.38328, 2.63143], [-7.91405, -1.68085, 1.84337], [-7.91746, -2.14381, 0.34886], [-6.57900, -2.10392, -0.36678], [-5.51658, -2.67036, 0.48075], [-4.30257, -2.57915, -0.26145], [-6.70827, -2.80034, -1.73748], [-6.31974, -0.55256, -0.70949], [-4.49344, -3.56116, 2.57062], [-3.93998, -0.92668, 1.77854], [-4.73062, -0.98212, 3.41447], [-5.51015, -0.29862, 1.96471], [-7.13508, -3.42141, 2.79720], [-6.77790, -1.95444, 3.63114], [-7.73738, -0.61403, 1.70632], [-8.93895, -1.73420, 2.21056], [-8.59132, -1.45839, -0.16516], [-8.31896, -3.15381, 0.26642], [-7.53817, -2.42057, -2.33342], [-5.84121, -2.63298, -2.37645], [-6.64803, -3.88855, -1.72133], [-6.13465, 0.13058, 0.11946], [-5.57220, -0.45613, -1.49689], [-7.25685, -0.13028, -1.07227], [-4.73730, -3.62590, 3.63101], [-3.44282, -3.31280, 2.42023], [-4.74648, -4.53057, 2.14132], [-4.23181, -3.34409, -0.83718], [-0.69980, 7.07799, 4.21682], [0.48858, 7.26229, 3.26427], [1.44632, 8.26954, 3.92336], [2.80909, 8.39625, 3.22986], [3.35796, 7.02417, 3.26636], [2.53127, 5.85062, 2.74195], [1.12536, 5.98694, 3.08806], [0.29326, 4.93197, 2.65578], [2.84967, 5.66659, 1.24625], [3.11843, 4.57961, 3.45966], [-0.06932, 7.93186, 1.96056], [-0.38324, 6.70495, 5.19085], [-1.47631, 6.39206, 3.87825], [-1.23422, 8.00261, 4.43497], [1.07035, 9.26944, 3.70670], [1.56094, 8.13422, 4.99884], [3.40208, 9.13015, 3.77563], [2.77180, 8.71455, 2.18804], [3.72667, 6.79974, 4.26725], [4.26405, 7.08221, 2.66328], [2.26159, 4.80541, 0.92899], [2.40481, 6.41212, 0.58717], [3.89975, 5.55422, 0.97646], [4.19577, 4.73520, 3.51662], [2.73512, 4.64585, 4.47788], [2.80711, 3.63604, 3.01149], [-0.79978, 7.20704, 1.60117], [0.67595, 8.13015, 1.19027], [-0.58157, 8.89008, 2.04725], [0.42818, 4.30612, 3.37112], [-2.43863, -0.32862, 8.24844], [-2.40304, 0.75025, 7.15120], [-3.34222, 0.19191, 6.02741], [-3.84918, 1.29498, 5.04394], [-4.27515, 2.54923, 5.80490], [-3.38749, 3.15273, 6.92493], [-2.97774, 2.02360, 7.79350], [-2.19132, 2.45261, 8.82112], [-2.15233, 3.88732, 6.21556], [-4.42986, 4.13493, 7.60785], [-0.96331, 0.84746, 6.59489], [-3.43195, -0.41346, 8.68916], [-1.78543, -0.02766, 9.06749], [-2.16579, -1.31390, 7.87044], [-2.77630, -0.58750, 5.51714], [-4.23124, -0.35477, 6.34184], [-4.67685, 0.97813, 4.40938], [-2.99563, 1.60981, 4.44358], [-5.22911, 2.25024, 6.23928], [-4.57029, 3.33589, 5.11053], [-2.37925, 4.91386, 5.92777], [-1.45634, 3.93588, 7.05303], [-1.77102, 3.41448, 5.31051], [-4.84463, 4.84600, 6.89340], [-5.24501, 3.61957, 8.11584], [-3.95131, 4.76914, 8.35409], [-0.38156, 1.62163, 7.09520], [-0.97701, 1.22637, 5.57297], [-0.30149, -0.01855, 6.58428], [-2.74223, 2.56826, 9.59875], [-2.93295, 6.33812, -0.35714], [-3.79069, 5.04699, -0.56348], [-3.77229, 4.37394, 0.82883], [-4.76605, 3.23056, 1.01402], [-6.12470, 3.70901, 0.59731], [-6.30744, 4.38923, -0.82479], [-5.20428, 5.34996, -1.04610], [-5.12720, 5.98629, -2.18044], [-6.44331, 3.29863, -1.90834], [-7.64119, 5.24118, -0.76585], [-3.01526, 4.23735, -1.69080], [-1.91665, 6.28073, 0.03263], [-3.50921, 7.08894, 0.18350], [-2.73901, 6.86201, -1.29310], [-2.80245, 3.95680, 1.09997], [-4.06011, 5.20039, 1.47863], [-4.85613, 2.93357, 2.05891], [-4.51619, 2.34937, 0.42312], [-6.34546, 4.48643, 1.32875], [-6.90920, 2.95387, 0.64671], [-5.60196, 2.62759, -1.73532], [-7.43904, 2.85685, -1.87025], [-6.41273, 3.64228, -2.94229], [-7.86627, 5.52990, -1.79253], [-8.49735, 4.63250, -0.47496], [-7.61304, 6.07910, -0.06929], [-1.96679, 4.17349, -1.39972], [-2.96809, 4.74721, -2.65305], [-3.47701, 3.27123, -1.89452], [-5.64035, 6.77490, -1.98971], [4.82754, -6.99619, 0.60459], [4.11014, -6.23644, 1.73074], [2.96269, -5.63669, 0.88134], [1.81127, -5.13743, 1.76057], [1.34184, -6.21187, 2.72610], [2.41800, -6.99155, 3.53929], [3.53488, -7.23476, 2.64492], [4.54528, -7.91236, 3.33294], [2.75189, -6.04875, 4.72817], [1.73520, -8.29588, 3.96116], [4.95197, -5.15215, 2.35908], [4.29966, -7.78136, 0.06334], [5.79406, -7.42620, 0.86736], [5.08086, -6.29179, -0.18772], [3.26506, -4.73653, 0.34619], [2.54042, -6.43493, 0.27094], [0.99401, -4.59631, 1.28372], [2.25907, -4.45059, 2.47879], [0.77210, -6.99014, 2.21835], [0.71937, -5.67557, 3.44235], [2.06803, -6.24511, 5.55392], [3.76101, -6.25060, 5.08739], [2.91072, -4.99614, 4.49388], [1.30562, -8.77977, 3.08399], [2.42914, -9.00777, 4.40810], [0.97112, -8.08686, 4.70990], [5.85501, -5.58327, 2.79124], [4.40851, -4.59904, 3.12511], [5.20928, -4.45061, 1.56551], [4.67316, -8.65283, 2.73549], [4.91882, 1.23737, -2.72375], [5.54372, 1.51937, -1.30308], [4.47508, 1.31599, -0.20542], [5.16789, 1.16247, 1.21607], [6.23598, 0.12127, 1.33108], [7.28348, 0.30115, 0.15471], [6.59883, 0.49789, -1.14946], [7.47535, 0.46333, -2.18630], [8.26158, 1.45727, 0.60715], [8.10770, -1.03606, 0.18483], [6.05604, 3.03794, -1.25595], [5.50896, 1.66406, -3.53478], [3.99491, 1.81425, -2.68263], [4.66449, 0.21920, -3.01825], [3.90559, 2.23489, -0.06601], [3.67927, 0.60942, -0.44110], [4.34564, 0.95766, 1.90168], [5.68190, 2.05337, 1.57689], [5.75716, -0.85661, 1.28019], [6.71415, 0.06979, 2.30925], [8.67912, 1.28176, 1.59858], [9.15203, 1.62801, 0.00216], [7.74994, 2.41547, 0.51673], [9.00250, -1.01911, -0.43739], [8.43249, -1.36127, 1.17319], [7.46892, -1.86183, -0.12846], [5.46788, 3.44199, -2.07991], [7.10031, 3.30056, -1.42518], [5.71721, 3.57254, -0.36853], [7.12699, -0.23856, -2.74091], [-0.66717, -4.67266, -2.28826], [-1.53836, -5.79704, -2.86637], [-0.73983, -7.11242, -2.96018], [-0.63454, -7.75231, -1.62854], [-1.99849, -8.00608, -0.96743], [-2.70303, -6.66019, -0.74185], [-2.73712, -5.95904, -2.06783], [-3.52206, -4.78191, -2.14993], [-4.15539, -7.05130, -0.31148], [-1.98429, -5.97310, 0.49166], [-1.97022, -5.51310, -4.33428], [0.08638, -4.49039, -3.05444], [-0.26012, -4.84859, -1.29254], [-1.13178, -3.68789, -2.23863], [-1.20286, -7.78351, -3.68362], [0.27060, -6.84054, -3.26552], [0.04499, -7.30240, -0.90472], [-0.19522, -8.70196, -1.93395], [-1.89872, -8.41540, 0.03785], [-2.64540, -8.68749, -1.51994], [-4.74284, -7.41546, -1.15433], [-4.24529, -7.65998, 0.58827], [-4.57450, -6.06878, -0.09439], [-2.38373, -6.25495, 1.46588], [-0.89765, -6.04029, 0.43868], [-2.02584, -4.88399, 0.47642], [-2.28753, -4.47932, -4.47104], [-2.67005, -6.24085, -4.74506], [-1.09863, -5.54540, -4.98803], [-4.17780, -5.06451, -2.79161], [0.00751, 5.61662, -2.64843], [1.27480, 5.29267, -3.44388], [1.19946, 3.80921, -3.79336], [2.11124, 3.41975, -4.97270], [1.89111, 4.38826, -6.16975], [2.05814, 5.89429, -5.90860], [1.37038, 6.23982, -4.59938], [1.42387, 7.62194, -4.35427], [3.55071, 6.21787, -5.87914], [1.36867, 6.52818, -7.10489], [2.56938, 5.43221, -2.58460], [-0.00529, 6.56909, -2.11858], [-0.13554, 4.97016, -1.78258], [-0.90918, 5.54757, -3.23410], [1.36126, 3.09335, -2.98746], [0.19542, 3.57072, -4.14425], [2.00173, 2.41152, -5.37218], [3.10299, 3.54876, -4.53925], [0.84915, 4.33008, -6.48441], [2.56038, 4.05934, -6.96472], [4.03263, 6.15067, -6.85451], [3.71323, 7.25225, -5.57624], [4.15587, 5.67106, -5.15604], [1.63948, 7.58314, -7.14758], [1.61494, 6.03090, -8.04305], [0.28037, 6.57788, -7.06951], [3.44917, 5.27422, -3.20839], [2.64404, 4.74136, -1.74482], [2.75571, 6.44584, -2.22973], [0.53452, 7.83393, -4.06149], [-2.45457, 0.23849, -1.07060], [-0.97577, 0.12758, -0.63678], [-0.69389, 1.49452, 0.07387], [0.54837, 1.40868, 1.01578], [0.17175, 0.32434, 2.05142], [-0.02755, -1.10929, 1.42641], [-1.00924, -1.00781, 0.34347], [-1.33594, -2.24466, -0.27367], [1.38100, -1.61795, 1.00686], [-0.54845, -2.13676, 2.58097], [0.00175, -0.13638, -1.77417], [-2.81500, 1.06121, -1.68812], [-3.23017, 0.33155, -0.31042], [-2.72943, -0.65289, -1.63451], [-0.43455, 2.30880, -0.60273], [-1.58989, 1.88622, 0.55539], [0.86086, 2.36613, 1.43258], [1.38146, 1.05117, 0.41058], [-0.73851, 0.65170, 2.55377], [0.96643, 0.32414, 2.79747], [1.34710, -2.44876, 0.30208], [2.03051, -0.81450, 0.65943], [1.87525, -1.99872, 1.90062], [-0.07828, -2.14547, 3.56431], [-1.60958, -1.95705, 2.75357], [-0.38759, -3.07995, 2.05885], [1.05301, -0.06356, -1.49549], [-0.16512, 0.63803, -2.52286], [-0.12963, -1.04187, -2.36657], [-2.28178, -2.34041, -0.14017], [5.20724, -1.73366, 4.79994], [3.92462, -1.47700, 4.03074], [3.08978, -0.55451, 4.76026], [6.19353, -0.74555, 4.52775], [5.62389, -2.70016, 4.51640], [4.96060, -1.65878, 5.85902], [3.45846, -2.46197, 4.00548], [4.09729, -1.10696, 3.02012], [2.70148, -1.08390, 5.46067], [5.89960, 0.03009, 5.01103], [1.69441, -3.57979, 7.60959], [2.41235, -4.26411, 8.82024], [3.29191, -3.34772, 9.49698], [2.63229, -3.34946, 6.59247], [1.15042, -2.67993, 7.89665], [1.00705, -4.33284, 7.22416], [2.91853, -5.12835, 8.39015], [1.69052, -4.71159, 9.50346], [3.88740, -3.79168, 10.10517], [3.23913, -2.69498, 6.94602]]
}